# C49H61GeN3O2P2S3SiTi

A molecular structure, C49H61GeN3O2P2S3SiTi in a non-equilibrium geometry (ωB97M-V with the def2-TZVPD basis set, the OMol25 dataset).

Calculated values
HOMO-LUMO gap (spin up / spin down), hartree: 0.215 / 0.160
Lowest unoccupied orbital energy (spin up / spin down), eV: -8.538 / -10.021
Spin multiplicity: 2
Net charge: +3
Highest occupied orbital energy (spin up / spin down), eV: -14.388 / -14.388
Expectation value of S²: 0.756
Energy relative to the best compared isomer or geometry (same formula, charge and spin), kJ/mol: 0.00
Molar mass, g mol⁻¹: 1030.8
F_max, hartree/bohr: 0.03092

Geometry (Å):
Ti 0.09877 -0.12873 1.21916
C -2.60965 0.99197 -5.29325
C -3.54126 1.39024 -4.15845
S -3.22496 0.54273 -2.57905
C -4.41578 -0.82903 -2.55929
C -3.67593 -2.15088 -2.72858
S -1.88489 -1.89336 -2.49270
C -1.20968 -2.43889 -4.08319
C -1.09220 -1.36201 -5.15653
S -2.70713 -0.75982 -5.73281
H -1.57880 1.20285 -5.02584
H -2.85277 1.59212 -6.17046
H -4.58794 1.19678 -4.39493
H -3.43938 2.45598 -3.94244
H -5.13611 -0.67269 -3.35899
H -4.94980 -0.77231 -1.61262
H -3.81639 -2.54456 -3.73050
H -3.98372 -2.91458 -2.01152
H -1.84181 -3.26604 -4.40966
H -0.22327 -2.84028 -3.84357
H -0.55994 -1.79732 -6.00255
H -0.50443 -0.52214 -4.78622
C 2.82190 -3.09610 0.56669
P 1.67275 -2.34596 1.75977
C 1.04368 -3.88099 2.52956
C 2.86059 -1.81559 3.06427
C 2.10295 -1.31632 4.29244
P 1.06913 0.09367 3.79386
C 0.16582 0.56200 5.30415
C 2.28921 1.43540 3.71781
H 3.40845 -3.82757 1.12366
H 3.49054 -2.34931 0.15665
H 2.30347 -3.61436 -0.23653
H 1.89184 -4.56180 2.60923
H 0.27548 -4.35132 1.92031
H 0.64588 -3.71005 3.52342
H 3.52774 -1.05634 2.64666
H 3.47619 -2.68288 3.31153
H 2.76636 -0.99389 5.09788
H 1.47293 -2.10834 4.70352
H 0.90783 0.80741 6.06511
H -0.45388 -0.25323 5.67694
H -0.46081 1.43537 5.13269
H 2.81535 1.49065 4.67266
H 1.79283 2.38870 3.53217
H 3.01441 1.27168 2.92673
O -3.73607 5.77605 -0.79567
N -3.94361 5.57758 0.38572
O -4.65182 6.23034 1.10824
C -3.29453 4.38323 0.97300
C -3.97243 3.73554 1.93444
C -3.42611 2.54102 2.49668
C -4.04176 1.86837 3.56497
C -3.43217 0.75434 4.07611
C -2.25446 0.30261 3.47869
N -1.65593 0.89143 2.45258
C -2.22500 2.03069 1.99136
C -1.49049 2.75962 1.00566
N -0.26338 2.25906 0.67881
C 0.49017 3.03159 -0.09194
C 0.08493 4.26886 -0.60456
C -1.16671 4.73407 -0.33605
C -1.99804 3.96713 0.51018
H -4.92153 4.12110 2.28292
H -4.96596 2.24809 3.98282
H -3.84419 0.21911 4.92029
H -1.78253 -0.58088 3.86137
H 1.47733 2.69005 -0.33177
H 0.77222 4.82611 -1.22562
H -1.51178 5.67227 -0.74230
C 1.76598 -1.64475 -1.92386
Ge 1.97292 -0.04443 -0.77860
C 1.63646 1.33166 -2.16172
C 2.72237 1.95443 -2.77898
C 2.53576 2.91346 -3.76844
C 1.25447 3.28065 -4.14982
C 0.16249 2.66216 -3.55503
C 0.35521 1.68717 -2.58498
C 3.90082 0.22478 -0.37727
C 4.79045 -0.59676 -1.02991
C 6.17519 -0.32487 -1.09297
C 6.67240 0.79791 -0.50720
C 5.80884 1.69244 0.16985
C 6.31124 2.88487 0.74780
C 5.48051 3.77844 1.35946
C 4.10018 3.50359 1.43574
C 3.60388 2.34605 0.90620
C 4.42078 1.40519 0.24572
H 2.72021 -2.08275 -2.20968
H 1.27729 -1.29553 -2.83348
H 1.15354 -2.41657 -1.47523
H 3.73423 1.70067 -2.48607
H 3.39388 3.38072 -4.23348
H 1.10697 4.04151 -4.90485
H -0.83764 2.97248 -3.83236
H -0.51402 1.21641 -2.12869
H 4.44455 -1.47776 -1.55526
H 6.82748 -0.99986 -1.63045
H 7.72810 1.03125 -0.56701
H 7.37335 3.08438 0.67992
H 5.87574 4.68765 1.79114
H 3.44070 4.21193 1.92360
H 2.55601 2.10905 1.01860
C -3.31933 -1.13803 0.81889
Si -1.78135 -2.15498 1.25670
C -1.90291 -2.73798 3.05826
C -1.79123 -3.72140 0.22891
C -0.77936 -4.22648 -0.58692
C -0.91461 -5.44180 -1.24438
C -2.07931 -6.18244 -1.09515
C -3.09996 -5.70633 -0.28400
C -2.95457 -4.48990 0.37078
H -3.91249 -0.92441 1.70873
H -3.95245 -1.71363 0.13966
H -3.09333 -0.18054 0.34149
H -2.88952 -2.49268 3.45793
H -1.15112 -2.33692 3.73763
H -1.80749 -3.82310 3.08030
H 0.13920 -3.67108 -0.70154
H -0.10920 -5.81867 -1.86224
H -2.18778 -7.13316 -1.59986
H -4.00458 -6.28535 -0.15350
H -3.76864 -4.14493 1.00255

Results of the Löwdin charge analysis, in e, for atoms 1 through 99: atom 1 (Ti): 0.59, atom 2 (C): -0.51, atom 3 (C): -0.46, atom 4 (S): 0.93, atom 5 (C): -0.46, atom 6 (C): -0.44, atom 7 (S): 0.97, atom 8 (C): -0.46, atom 9 (C): -0.48, atom 10 (S): 0.93, atom 11 (H): 0.04, atom 12 (H): 0.10, atom 13 (H): 0.09, atom 14 (H): 0.09, atom 15 (H): 0.10, atom 16 (H): 0.07, atom 17 (H): 0.07, atom 18 (H): 0.08, atom 19 (H): 0.10, atom 20 (H): 0.08, atom 21 (H): 0.09, atom 22 (H): 0.07, atom 23 (C): -0.24, atom 24 (P): 0.82, atom 25 (C): -0.22, atom 26 (C): -0.37, atom 27 (C): -0.38, atom 28 (P): 0.84, atom 29 (C): -0.22, atom 30 (C): -0.23, atom 31 (H): 0.07, atom 32 (H): 0.01, atom 33 (H): 0.04, atom 34 (H): 0.07, atom 35 (H): 0.04, atom 36 (H): 0.04, atom 37 (H): 0.09, atom 38 (H): 0.11, atom 39 (H): 0.11, atom 40 (H): 0.08, atom 41 (H): 0.07, atom 42 (H): 0.06, atom 43 (H): 0.06, atom 44 (H): 0.08, atom 45 (H): 0.06, atom 46 (H): 0.02, atom 47 (O): 0.10, atom 48 (N): -0.34, atom 49 (O): 0.14, atom 50 (C): -0.06, atom 51 (C): 0.09, atom 52 (C): -0.10, atom 53 (C): 0.06, atom 54 (C): 0.01, atom 55 (C): -0.20, atom 56 (N): 0.01, atom 57 (C): -0.15, atom 58 (C): -0.14, atom 59 (N): 0.07, atom 60 (C): -0.13, atom 61 (C): 0.02, atom 62 (C): 0.06, atom 63 (C): -0.05, atom 64 (H): 0.15, atom 65 (H): 0.14, atom 66 (H): 0.13, atom 67 (H): 0.05, atom 68 (H): 0.06, atom 69 (H): 0.14, atom 70 (H): 0.13, atom 71 (C): -0.23, atom 72 (Ge): 0.90, atom 73 (C): -0.35, atom 74 (C): -0.07, atom 75 (C): -0.04, atom 76 (C): -0.06, atom 77 (C): -0.10, atom 78 (C): -0.17, atom 79 (C): -0.27, atom 80 (C): -0.12, atom 81 (C): -0.04, atom 82 (C): 0.00, atom 83 (C): -0.15, atom 84 (C): 0.00, atom 85 (C): -0.05, atom 86 (C): -0.06, atom 87 (C): -0.12, atom 88 (C): -0.19, atom 89 (H): 0.03, atom 90 (H): 0.01, atom 91 (H): -0.04, atom 92 (H): 0.10, atom 93 (H): 0.12, atom 94 (H): 0.12, atom 95 (H): 0.10, atom 96 (H): 0.06, atom 97 (H): 0.08, atom 98 (H): 0.12, atom 99 (H): 0.13

# C3H9O2PS

2 unconnected molecules or ions with the total composition C3H9O2PS in a non-equilibrium geometry (ωB97M-V with the def2-TZVPD basis set, the OMol25 dataset).

Calculated values
HOMO-LUMO gap (spin up / spin down), hartree: 0.257 / 0.288
Lowest unoccupied orbital energy (spin up / spin down), eV: 0.702 / -2.547
Spin multiplicity: 3
Highest occupied orbital energy (spin up / spin down), eV: -6.302 / -10.386
Expectation value of S²: 2.010
Energy relative to the best compared isomer or geometry (same formula, charge and spin), kJ/mol: 139.72
Molar mass, g mol⁻¹: 140.1
F_max, hartree/bohr: 0.10106

Geometry (Å):
C -0.21363 -1.14554 -0.83546
C 2.61602 -0.01454 -0.89298
C -2.76665 0.96391 1.33377
O 1.86852 -1.90926 0.85874
O 1.28638 2.09194 -0.15421
P 1.35878 -0.80804 0.00745
S 2.26756 1.14930 0.45202
H -0.85136 -0.22789 -1.00836
H -0.01224 -1.59674 -1.83254
H -0.67715 -1.90707 -0.30635
H 3.62853 -0.43876 -0.95562
H 2.31809 0.32305 -1.92803
H -1.89573 1.28454 1.93563
H -2.70374 -0.14837 1.44020
H -3.75843 1.28367 1.63889
H -2.46495 1.09981 0.24686

natural (NBO) analysis output, partial charges in e: atom 1 (C): -1.02, atom 2 (C): -1.03, atom 3 (C): -0.87, atom 4 (O): -0.98, atom 5 (O): -0.76, atom 6 (P): 1.54, atom 7 (S): 0.94, atom 8 (H): 0.26, atom 9 (H): 0.24, atom 10 (H): 0.26, atom 11 (H): 0.28, atom 12 (H): 0.28, atom 13 (H): 0.22, atom 14 (H): 0.21, atom 15 (H): 0.22, atom 16 (H): 0.21

# C7H16N2O4S

2 unconnected molecules or ions with the total composition C7H16N2O4S in a non-equilibrium geometry (ωB97M-V with the def2-TZVPD basis set, the OMol25 dataset).

Calculated values
HOMO-LUMO gap, hartree: 0.377
Lowest unoccupied orbital energy, eV: 0.318
Highest occupied orbital energy, eV: -9.929
Energy relative to the best compared isomer or geometry (same formula, charge and spin), kJ/mol: 80.60
Molar mass, g mol⁻¹: 224.3
F_max, hartree/bohr: 0.08589

Geometry (Å):
C 0.16020 -2.57102 -1.03270
C -2.29221 -0.88807 -0.28130
C -2.74671 -2.55259 1.59149
C 2.03353 2.62255 0.05232
C 2.47773 0.99575 -1.89887
C -2.02412 -2.29550 0.31291
C -0.54730 -2.58610 0.34400
N 1.66735 1.49550 -0.84342
N 0.21226 -2.90679 1.32794
O 1.47424 -2.66128 -0.86755
O -0.33487 -2.19578 -2.08378
O 0.19991 0.78019 1.03703
O 2.57596 -0.30216 1.03463
S 1.12568 0.20489 0.07718
H -3.47117 -0.89214 -0.39878
H -1.90569 -0.08928 0.35299
H -2.06402 -0.61066 -1.28200
H -2.45771 -2.00653 2.42422
H -2.62976 -3.62209 1.88008
H -3.81783 -2.45126 1.37932
H 1.08525 3.06716 0.38859
H 2.58219 2.46790 0.88851
H 2.46843 3.45776 -0.46019
H 1.97660 0.86046 -2.90442
H 3.27658 1.72225 -2.19942
H 3.00517 0.08967 -1.66932
H -2.34279 -2.97503 -0.45134
H -0.39299 -2.83303 2.16046
H 2.47154 0.16207 1.91266
H 1.63404 -3.00141 -0.02340

natural (NBO) analysis output, partial charges in e: atom 1 (C): 0.73, atom 2 (C): -0.61, atom 3 (C): -0.61, atom 4 (C): -0.43, atom 5 (C): -0.45, atom 6 (C): -0.31, atom 7 (C): 0.22, atom 8 (N): -0.64, atom 9 (N): -0.63, atom 10 (O): -0.66, atom 11 (O): -0.57, atom 12 (O): -0.96, atom 13 (O): -0.92, atom 14 (S): 1.65, atom 15 (H): 0.20, atom 16 (H): 0.23, atom 17 (H): 0.24, atom 18 (H): 0.21, atom 19 (H): 0.21, atom 20 (H): 0.23, atom 21 (H): 0.22, atom 22 (H): 0.19, atom 23 (H): 0.21, atom 24 (H): 0.21, atom 25 (H): 0.21, atom 26 (H): 0.21, atom 27 (H): 0.24, atom 28 (H): 0.35, atom 29 (H): 0.48, atom 30 (H): 0.51

# C28H27N6O10S3Ti

A molecular structure, C28H27N6O10S3Ti (ωB97M-V with the def2-TZVPD basis set, the OMol25 dataset).

Calculated values
HOMO-LUMO gap, hartree: 0.242
Lowest unoccupied orbital energy, eV: -4.131
Net charge: +1
Highest occupied orbital energy, eV: -10.726
Energy relative to the best compared isomer or geometry (same formula, charge and spin), kJ/mol: 0.00
Molar mass, g mol⁻¹: 751.6
F_max, hartree/bohr: 0.00871

Geometry (Å):
Ti -0.48965 0.14987 -0.32444
O 3.49824 0.63953 -2.00214
C 3.16663 0.55827 -3.30885
C 4.22887 0.59060 -4.21586
C 3.99405 0.51421 -5.56993
C 2.69288 0.40540 -6.06181
C 1.64307 0.36765 -5.17664
C 1.85196 0.43996 -3.78983
C 0.68086 0.36985 -2.91296
O 0.87071 0.51526 -1.60007
N -0.50905 0.16554 -3.35889
N -1.41843 0.08398 -2.29523
C -2.63903 0.01647 -2.73911
S -2.97214 0.14310 -4.43756
C -4.74675 -0.18588 -4.28054
C -5.21029 0.36135 -2.94660
S -4.01676 -0.18114 -1.69710
H 2.68406 0.63765 -1.48486
H 5.22985 0.67581 -3.81670
H 4.83078 0.53697 -6.25529
H 2.51103 0.34908 -7.12538
H 0.62770 0.27771 -5.53718
H -4.92100 -1.25909 -4.35343
H -5.24585 0.31102 -5.11114
H -6.18291 -0.03498 -2.65920
H -5.25306 1.45014 -2.95339
O 2.34912 2.05706 1.53895
C 1.65145 1.08775 1.39692
O 0.40994 1.19898 0.89838
C 2.01743 -0.28697 1.82536
C 3.00588 -0.42721 2.78832
C 3.30916 -1.68701 3.26534
C 2.67526 -2.82455 2.80157
C 1.69229 -2.67873 1.84032
C 1.34661 -1.41457 1.32040
O 0.46235 -1.29732 0.34877
N 1.06146 -3.91378 1.34577
O 1.67900 -4.94371 1.49297
O -0.06807 -3.84092 0.88753
N 4.34404 -1.82851 4.30763
O 4.59995 -2.95385 4.68366
O 4.86509 -0.80710 4.70740
H 3.52346 0.44390 3.16333
H 2.94435 -3.80316 3.16970
C 0.89900 4.32344 -1.15939
N -0.30795 3.52130 -1.04962
C -0.96000 3.28333 0.08337
S -2.23938 2.10676 0.05693
N -0.60186 3.93504 1.17655
C -1.08964 3.67820 2.52080
H 1.21654 4.32442 -2.19781
H 1.69757 3.89527 -0.54834
H 0.71267 5.35761 -0.86231
H -0.66401 3.04929 -1.86183
H 0.22168 4.51671 1.11269
H -2.03117 3.14258 2.46271
H -1.24512 4.62585 3.03201
H -0.35858 3.08322 3.07172
C -3.26245 -2.96838 0.76847
C -2.37667 -1.83938 1.15624
O -2.08051 -0.99121 0.28892
C -1.88446 -1.70107 2.52841
C -1.41659 -0.46529 2.97980
C -0.87927 -0.35519 4.25092
C -0.79836 -1.47467 5.06828
C -1.28183 -2.70282 4.63290
C -1.83916 -2.81606 3.37167
H -3.64874 -2.80318 -0.23256
H -4.07255 -3.09903 1.48532
H -2.66417 -3.88282 0.77303
H -1.49638 0.40857 2.34642
H -0.52597 0.60268 4.60890
H -0.36959 -1.39061 6.05822
H -1.22402 -3.56807 5.27839
H -2.20355 -3.77509 3.03097

Löwdin analysis output, partial charges in e: atom 1 (Ti): 1.09, atom 2 (O): 0.08, atom 3 (C): -0.25, atom 4 (C): 0.00, atom 5 (C): -0.06, atom 6 (C): -0.08, atom 7 (C): -0.02, atom 8 (C): -0.08, atom 9 (C): -0.35, atom 10 (O): -0.16, atom 11 (N): 0.04, atom 12 (N): -0.17, atom 13 (C): -0.88, atom 14 (S): 1.01, atom 15 (C): -0.50, atom 16 (C): -0.48, atom 17 (S): 0.96, atom 18 (H): 0.07, atom 19 (H): 0.12, atom 20 (H): 0.11, atom 21 (H): 0.11, atom 22 (H): 0.11, atom 23 (H): 0.08, atom 24 (H): 0.09, atom 25 (H): 0.09, atom 26 (H): 0.09, atom 27 (O): 0.14, atom 28 (C): -0.48, atom 29 (O): -0.20, atom 30 (C): -0.04, atom 31 (C): 0.10, atom 32 (C): -0.10, atom 33 (C): 0.11, atom 34 (C): -0.03, atom 35 (C): -0.20, atom 36 (O): -0.12, atom 37 (N): -0.31, atom 38 (O): 0.12, atom 39 (O): 0.09, atom 40 (N): -0.35, atom 41 (O): 0.10, atom 42 (O): 0.10, atom 43 (H): 0.14, atom 44 (H): 0.14, atom 45 (C): -0.03, atom 46 (N): -0.02, atom 47 (C): -0.75, atom 48 (S): 0.73, atom 49 (N): 0.01, atom 50 (C): -0.05, atom 51 (H): 0.10, atom 52 (H): 0.09, atom 53 (H): 0.10, atom 54 (H): 0.12, atom 55 (H): 0.14, atom 56 (H): 0.05, atom 57 (H): 0.10, atom 58 (H): 0.09, atom 59 (C): 0.03, atom 60 (C): -0.30, atom 61 (O): -0.16, atom 62 (C): -0.15, atom 63 (C): -0.01, atom 64 (C): -0.04, atom 65 (C): -0.04, atom 66 (C): -0.04, atom 67 (C): -0.01, atom 68 (H): 0.08, atom 69 (H): 0.11, atom 70 (H): 0.10, atom 71 (H): 0.08, atom 72 (H): 0.11, atom 73 (H): 0.12, atom 74 (H): 0.12, atom 75 (H): 0.12